1.
The following is a DFT calculation (ωB97M-V/def2-TZVPD) of 3 unconnected molecules or ions with the total composition C30H60N2O10P3.

Structure (XYZ):
```
105
C30H60N2O10P3 ωB97M-V/def2-TZVPD
P -1.0020 -1.4813 -7.6418
P -4.1570 2.8726 5.5788
P 3.8619 -2.3233 1.3464
O -2.6350 -1.6162 -7.9386
O -1.3835 -0.1244 -6.6794
O -4.8493 1.7193 4.6014
O -5.2891 4.0845 5.4261
O -3.2141 3.4338 4.5071
O -5.0966 2.2892 6.8805
O -0.8941 -2.3951 -6.2571
O 1.1812 -3.3859 2.2294
O -0.5974 -2.6092 -8.6003
O -0.3260 -1.9013 1.3502
N 2.2203 0.0057 1.5571
N 3.8579 -3.8372 0.8215
C 2.2148 -1.3683 1.0170
C 6.8107 -1.9797 -3.2813
C 4.9783 -0.1373 -3.9719
C -3.4751 -3.2773 -9.4725
C 3.6037 0.5319 -3.7215
C 1.9231 0.2214 2.9609
C 4.3964 -1.7890 -1.9054
C 0.9935 -2.2996 1.6013
C 1.9342 -1.5354 -0.5583
C -3.5145 -0.2983 4.7894
C -2.2715 -0.2029 -5.5649
C 1.8349 1.0644 0.6086
C 1.7004 2.5610 1.1617
C 0.3380 0.4434 3.3229
C 5.3699 -1.3140 -3.0249
C 3.0250 -1.1382 -1.6087
C -3.0722 -1.8273 -9.2790
C 4.9450 0.2601 3.5616
C 1.3774 -2.2106 -5.4317
C -4.9811 5.8620 3.8247
C -1.4765 -0.1195 -4.2706
C 3.1553 3.1801 1.5740
C -4.0190 0.8085 3.8871
C 3.9657 -0.4329 4.6236
C 2.4835 -0.7767 4.0760
C 0.2980 -3.1204 -5.9804
C 2.6705 0.0394 -2.5988
C -4.8366 5.4278 5.2713
C -6.4660 1.9246 6.7296
C -6.5991 0.4099 6.7661
H -7.4356 0.1098 7.4062
H 2.3108 -2.7596 -5.2918
H -4.4884 6.8225 3.6539
H -6.8104 0.0188 5.7677
H -5.6924 -0.0751 7.1321
H 5.6186 0.2447 -4.8276
H 0.9370 -1.0477 -0.8807
H 4.6251 0.1860 2.4731
H 0.9065 2.7199 1.9613
H 2.4569 -1.8845 3.8344
H 1.7920 -0.6454 4.9952
H -2.7134 -3.9661 -9.0986
H -3.1822 1.3234 3.4101
H 3.9724 2.4403 1.2257
H 4.4503 -1.4425 4.9155
H -2.9375 0.6616 -5.6407
H -3.6529 -3.4959 -10.5286
H -3.9370 -1.1785 -9.4543
H -4.3462 -0.9110 5.1464
H 4.7204 -2.6762 -1.2648
H 2.9298 -4.0502 0.4354
H -0.4515 0.2177 -4.4370
H -5.4573 6.0650 5.9106
H 6.0103 -0.1105 3.7680
H 1.5616 -1.3640 -6.1019
H -1.9568 0.5658 -3.5644
H 0.8288 0.8819 0.0613
H 3.2280 3.4071 2.6903
H 0.0496 -3.8817 -5.2362
H -6.0373 5.9624 3.5604
H 1.3670 3.2031 0.2578
H 7.5024 -1.1103 -3.5967
H 3.3523 4.1620 1.0147
H 0.6571 -3.6492 -6.8666
H 4.8870 -1.4946 0.7273
H 2.7140 1.1466 -0.1427
H -4.5594 5.1275 3.1340
H -0.1019 -0.4334 3.9071
H -3.8048 5.5341 5.6163
H -2.8205 -0.9476 4.2515
H 2.4043 1.2190 3.3151
H -3.0078 0.1086 5.6712
H -2.8984 -1.0953 -5.5859
H 1.0774 -1.7998 -4.4650
H -6.9959 2.3582 7.5828
H 1.7192 -2.6629 -0.7171
H -4.3893 -3.4967 -8.9145
H 0.2127 1.3944 3.9703
H 4.2167 -2.3780 2.7288
H 1.6516 0.5630 -2.4741
H -1.4343 -1.0961 -3.7820
H 3.9146 0.1641 5.6091
H -0.2818 0.5738 2.3619
H -4.6244 0.3777 3.0854
H 3.2151 1.3857 -4.3811
H -6.9166 2.3385 5.8264
H -2.2987 -1.5318 -9.9927
H 6.7984 -2.8383 -4.0273
H 7.1966 -2.2893 -2.2362
H 4.9641 1.3904 3.8145
```

As for the charge: -1. Its spin multiplicity is 1. The relative energy (zero: lowest compared OMol25 entry of this formula, charge and spin) is 1086.2 kJ/mol. The orbital gap is 4.43 eV. For the HOMO energy, the calculation gives -4.71 eV. The value obtained for the LUMO energy is -0.273 eV.

=====

2.
The following is a DFT calculation (ωB97M-V/def2-TZVPD) of 2 unconnected molecules or ions with the total composition C3H11NOS.

Structure (XYZ):
```
17
C3H11NOS ωB97M-V/def2-TZVPD
S 0.3160 1.0779 3.4413
O 1.0339 -0.9537 -4.4244
N 0.1985 -0.2407 0.5230
C 0.4918 0.0122 -0.8818
C -1.1300 0.3154 2.5753
C -0.9763 0.4981 1.0077
H 1.4693 -1.2956 -5.2380
H 1.7074 -1.0676 -3.7161
H -0.7342 1.5516 0.7692
H -0.4038 -0.1589 -1.5024
H -2.0306 0.8695 2.9028
H 0.6895 1.0965 -0.8407
H 1.3472 0.4405 2.8473
H -0.2508 -1.1651 0.4999
H -1.2052 -0.7147 2.9735
H -1.8750 0.2190 0.4247
H 1.3522 -0.4844 -1.3612
```

Its spin multiplicity is 1. The relative energy (zero: lowest compared OMol25 entry of this formula, charge and spin) is 109.6 kJ/mol. The orbital gap is 9.57 eV. For the HOMO energy, the calculation gives -8.85 eV. The value obtained for the LUMO energy is 0.717 eV.

=====

3.
The following is a DFT calculation (ωB97M-V/def2-TZVPD) of 2 unconnected molecules or ions with the total composition C6H13N4S2.

Structure (XYZ):
```
25
C6H13N4S2 ωB97M-V/def2-TZVPD
S 1.8277 0.8873 2.9550
S -0.7378 0.5445 -3.1206
N -0.5707 1.2873 1.6497
N -1.3906 0.6959 0.6981
N 0.5180 -0.4725 0.9330
N -0.5772 -0.3225 0.1396
C 0.0546 -0.6107 -2.3091
C -1.4369 -1.5916 -0.0653
C -1.7964 -0.1705 -4.5200
C 1.5332 -1.4297 0.6629
C 1.4926 2.5287 3.5480
C 0.5744 0.5919 1.7899
H -1.5806 -2.2217 0.8689
H 2.1706 -1.3628 1.5392
H 0.3675 2.8700 3.5493
H 2.1362 2.6468 4.3958
H -0.9160 1.9208 2.3340
H 1.7917 3.2348 2.8067
H -1.0460 -2.0113 -0.9343
H 2.0930 -1.2613 -0.3134
H -1.2175 -0.1687 -5.4087
H -2.3626 0.7516 -4.5482
H 1.0392 -2.4309 0.7059
H -2.5061 -1.2328 -0.2252
H -2.4690 -1.0232 -4.3001
```

As for the charge: +1. Its spin multiplicity is 1. The relative energy (zero: lowest compared OMol25 entry of this formula, charge and spin) is 458.9 kJ/mol. The orbital gap (alpha / beta) is 7.25 / 8.00 eV. For the HOMO energy (alpha / beta), the calculation gives -10.99 / -11.30 eV. The value obtained for the LUMO energy (alpha / beta) is -3.740 / -3.297 eV.

=====

4.
The following is a DFT calculation (ωB97M-V/def2-TZVPD) of a single C5H6O molecule.

Structure (XYZ):
```
12
C5H6O ωB97M-V/def2-TZVPD
O -2.5539 -0.0380 -0.8202
C 2.7533 -0.3020 -0.2613
C -0.6830 -0.0123 0.7042
C 0.1941 0.4100 -0.4302
C 1.5381 0.1699 -0.4919
C -2.1233 -0.2275 0.2917
H -0.6772 0.7319 1.5139
H -2.7957 -0.5749 1.1043
H 3.6052 0.3104 0.0485
H -0.3040 0.7972 -1.3162
H -0.3146 -0.9438 1.1569
H 1.3610 -0.3206 -1.4998
```

Its spin multiplicity is 1. The relative energy (zero: lowest compared OMol25 entry of this formula, charge and spin) is 525.5 kJ/mol. The orbital gap is 7.86 eV. For the HOMO energy, the calculation gives -7.92 eV. The value obtained for the LUMO energy is -0.058 eV.